Computed, not measured: an isolated molecule of C5H8N2, with ωB97M-V with the def2-TZVPD basis set.

Last column: Löwdin charge in e.
Positions of all 15 atoms, in Å:
C (-1.523, -0.336, -0.095)  -0.05
C (-0.234, -0.161, -1.001)  -0.23
C (0.789, 0.941, -0.761)  -0.23
C (0.391, 1.906, 0.246)  -0.19
N (0.002, 2.713, 0.979)  0.16
N (1.090, -0.455, -0.504)  -0.09
C (1.061, -0.981, 0.842)  -0.09
H (-1.516, -0.406, 1.012)  0.07
H (-2.181, 0.512, -0.268)  0.07
H (-2.019, -1.267, -0.390)  0.08
H (-0.390, -0.465, -2.041)  0.13
H (1.446, 1.386, -1.517)  0.14
H (0.079, -0.772, 1.252)  0.04
H (1.835, -0.551, 1.476)  0.09
H (1.171, -2.066, 0.768)  0.09

## Properties
Lowest unoccupied orbital energy (eV): 0.9
Energy relative to the best compared isomer or geometry (same formula, charge and spin) (kcal per mole): 53.2
SMILES string: C[C@H]1[C@@H](C#N)N1C
Electronic energy (eV): -8292.691
HOMO energy (eV): -9.637

Computed, not measured: a cluster of 2 separate species, C11H15Br2F3N in total, with ωB97M-V with the def2-TZVPD basis set.

Last column: Löwdin charge in e.
Positions of all 32 atoms, in Å:
C (-2.910, 4.993, 0.181)  -0.13
C (-2.941, 3.876, 0.981)  -0.34
C (-1.994, 2.815, 1.081)  -0.27
C (-2.654, 1.449, 1.230)  -0.30
C (-1.720, 0.250, 1.067)  -0.20
C (-0.953, 0.057, -0.243)  -0.79
F (-0.596, -1.289, -0.284)  -0.12
Br (0.727, 1.018, -0.301)  0.85
C (-1.760, 0.330, -1.543)  -0.93
F (-3.041, 0.041, -1.368)  0.07
F (-1.654, 1.563, -1.972)  0.05
Br (-1.136, -0.821, -3.044)  0.72
H (-3.799, 5.571, -0.042)  -0.02
H (-1.973, 5.361, -0.230)  0.00
H (-3.795, 3.795, 1.667)  0.08
H (-1.368, 2.865, 0.190)  0.01
H (-3.034, 1.364, 2.256)  0.10
H (-3.535, 1.343, 0.579)  0.09
H (-2.290, -0.677, 1.179)  0.12
H (-0.962, 0.311, 1.849)  0.11
C (4.363, -3.775, -0.814)  -0.12
C (3.089, -3.530, -0.015)  -0.26
C (2.545, -2.107, -0.174)  -0.22
C (3.506, -1.108, 0.289)  -0.28
N (4.285, -0.349, 0.660)  0.14
H (5.171, -3.124, -0.477)  0.07
H (4.699, -4.806, -0.701)  0.07
H (4.200, -3.590, -1.878)  0.07
H (3.277, -3.728, 1.042)  0.11
H (2.314, -4.229, -0.337)  0.11
H (1.625, -1.973, 0.392)  0.09
H (2.313, -1.895, -1.219)  0.12

## Properties
Lowest unoccupied orbital energy (eV): 2.4
Net charge: -1
Electronic energy (eV): -161376.123
HOMO energy (eV): -1.538

Computed, not measured: a structure of composition C55H51AsN4O8RbSSb2, with ωB97M-V with the def2-TZVPD basis set.

Last column: Löwdin charge in e.
Positions of all 123 atoms, in Å:
Rb (-0.306, -0.074, -0.650)  0.60
S (-3.446, 0.024, -1.622)  0.35
C (-3.317, 0.760, -3.205)  -0.78
C (-3.974, 0.170, -4.304)  -0.14
C (-4.012, 0.771, -5.546)  -0.11
C (-3.403, 2.007, -5.754)  -0.11
C (-2.726, 2.595, -4.701)  -0.14
C (-2.643, 1.973, -3.457)  -0.43
As (-1.687, 2.802, -1.980)  1.28
C (-0.236, 3.778, -2.870)  -0.38
C (0.236, 3.494, -4.149)  -0.11
C (1.352, 4.150, -4.656)  -0.08
C (2.024, 5.090, -3.888)  -0.10
C (1.589, 5.352, -2.595)  -0.09
C (0.479, 4.690, -2.091)  -0.14
C (-2.987, 4.240, -1.675)  -0.39
C (-2.757, 5.599, -1.846)  -0.10
C (-3.747, 6.526, -1.534)  -0.10
C (-4.976, 6.101, -1.054)  -0.11
C (-5.218, 4.741, -0.897)  -0.09
C (-4.232, 3.817, -1.204)  -0.12
H (-4.477, -0.775, -4.139)  0.08
H (-4.537, 0.282, -6.359)  0.09
H (-3.456, 2.499, -6.717)  0.09
H (-2.257, 3.562, -4.845)  0.09
H (-0.270, 2.756, -4.759)  0.09
H (1.701, 3.918, -5.655)  0.11
H (2.895, 5.597, -4.284)  0.10
H (2.127, 6.054, -1.970)  0.11
H (0.177, 4.875, -1.065)  0.10
H (-1.809, 5.948, -2.235)  0.09
H (-3.555, 7.583, -1.675)  0.10
H (-5.746, 6.824, -0.812)  0.09
H (-6.181, 4.398, -0.539)  0.10
H (-4.424, 2.752, -1.093)  0.07
C (2.254, -3.889, 1.166)  -0.39
C (2.584, -2.879, 2.273)  -0.37
C (1.383, -2.034, 2.679)  -0.40
Sb (1.662, -0.556, 4.233)  1.49
C (2.583, -1.878, 5.665)  -0.40
C (1.845, -2.198, 6.804)  -0.16
C (2.345, -3.068, 7.766)  -0.10
C (3.603, -3.627, 7.604)  -0.10
C (4.357, -3.312, 6.481)  -0.09
C (3.850, -2.445, 5.522)  -0.15
C (3.483, 0.260, 3.456)  -0.40
C (3.519, 0.631, 2.113)  -0.13
C (4.660, 1.209, 1.573)  -0.07
C (5.773, 1.437, 2.368)  -0.08
C (5.740, 1.089, 3.710)  -0.09
C (4.601, 0.507, 4.249)  -0.15
Sb (2.013, -2.949, -0.760)  1.50
C (1.818, -4.741, -1.906)  -0.40
C (1.513, -5.975, -1.339)  -0.13
C (1.376, -7.106, -2.136)  -0.10
C (1.546, -7.013, -3.509)  -0.10
C (1.848, -5.786, -4.085)  -0.09
C (1.979, -4.658, -3.289)  -0.13
C (4.097, -2.682, -1.120)  -0.38
C (4.584, -1.382, -1.208)  -0.13
C (5.935, -1.143, -1.431)  -0.08
C (6.808, -2.210, -1.571)  -0.09
C (6.332, -3.514, -1.488)  -0.09
C (4.983, -3.748, -1.266)  -0.12
H (1.328, -4.417, 1.408)  0.05
H (3.047, -4.634, 1.060)  0.06
H (3.418, -2.238, 1.967)  0.09
H (2.934, -3.434, 3.147)  0.09
H (0.579, -2.676, 3.050)  0.06
H (0.951, -1.481, 1.840)  0.00
H (0.861, -1.763, 6.947)  0.08
H (1.753, -3.304, 8.641)  0.10
H (3.999, -4.303, 8.352)  0.10
H (5.342, -3.741, 6.350)  0.10
H (4.457, -2.201, 4.658)  0.09
H (2.660, 0.489, 1.465)  0.09
H (4.680, 1.480, 0.526)  0.09
H (6.658, 1.894, 1.943)  0.10
H (6.601, 1.273, 4.341)  0.10
H (4.591, 0.241, 5.301)  0.09
H (1.384, -6.067, -0.267)  0.08
H (1.138, -8.059, -1.681)  0.10
H (1.439, -7.893, -4.130)  0.10
H (1.976, -5.706, -5.157)  0.10
H (2.205, -3.703, -3.755)  0.09
H (3.903, -0.545, -1.101)  0.07
H (6.300, -0.126, -1.497)  0.10
H (7.861, -2.029, -1.750)  0.10
H (7.013, -4.348, -1.604)  0.10
H (4.616, -4.768, -1.220)  0.10
O (5.496, 2.175, -6.039)  0.06
N (5.546, 2.765, -4.972)  -0.36
O (6.328, 3.671, -4.733)  0.05
C (4.585, 2.407, -3.952)  -0.15
C (3.657, 1.406, -4.204)  0.08
C (2.729, 1.101, -3.247)  -0.07
C (2.694, 1.691, -1.916)  -0.33
O (2.009, 1.236, -0.989)  -0.15
C (3.637, 2.792, -1.793)  -0.07
C (4.559, 3.110, -2.758)  0.07
N (3.620, 3.653, -0.615)  -0.34
O (4.612, 4.334, -0.393)  0.05
O (2.636, 3.650, 0.094)  0.07
N (1.735, 0.102, -3.615)  -0.33
O (0.606, 0.219, -3.166)  -0.07
O (2.066, -0.784, -4.383)  0.07
H (3.652, 0.887, -5.151)  0.14
H (5.248, 3.923, -2.589)  0.13
C (-2.036, 3.869, 1.864)  -0.03
N (-1.218, 2.672, 1.942)  -0.13
C (0.221, 2.829, 1.767)  -0.04
C (-1.715, 1.422, 2.027)  -0.54
C (-3.212, 1.241, 2.079)  0.00
O (-0.957, 0.444, 2.039)  -0.14
H (-1.570, 4.657, 2.458)  0.09
H (-3.029, 3.689, 2.264)  0.08
H (-2.141, 4.221, 0.836)  0.07
H (0.765, 2.419, 2.620)  0.08
H (0.448, 3.888, 1.678)  0.09
H (0.582, 2.338, 0.863)  0.05
H (-3.644, 1.722, 2.958)  0.08
H (-3.414, 0.175, 2.114)  0.09
H (-3.676, 1.652, 1.181)  0.06

## Properties
Lowest unoccupied orbital energy (eV): 1.5
Net charge: -1
Energy relative to the best compared isomer or geometry (same formula, charge and spin) (kcal per mole): 0.0
Electronic energy (eV): -165602.569
HOMO energy (eV): -4.309

Computed, not measured: a structure of composition C41H28Cl2F5NO6PdSb, with ωB97M-V with the def2-TZVPD basis set.

Last column: Löwdin charge in e.
Positions of all 85 atoms, in Å:
Pd (-0.969, -0.988, -0.331)  0.92
F (0.077, -5.371, -4.348)  0.11
C (0.535, -4.466, -3.485)  -0.26
C (0.171, -3.142, -3.660)  0.02
C (0.629, -2.205, -2.753)  -0.12
C (1.467, -2.614, -1.711)  -0.35
C (1.826, -3.952, -1.557)  -0.10
C (1.347, -4.894, -2.450)  0.02
Sb (2.258, -1.234, -0.376)  1.83
C (4.197, -1.861, 0.033)  -0.32
C (4.793, -1.624, 1.271)  -0.09
C (6.105, -2.009, 1.487)  0.02
C (6.795, -2.616, 0.453)  -0.26
F (8.059, -2.986, 0.661)  0.10
C (6.230, -2.856, -0.785)  0.02
C (4.915, -2.474, -0.994)  -0.10
C (2.211, 0.770, -0.880)  -0.34
C (2.398, 1.708, 0.132)  -0.09
C (2.513, 3.046, -0.194)  0.01
C (2.426, 3.413, -1.527)  -0.27
F (2.520, 4.705, -1.840)  0.11
C (2.241, 2.496, -2.545)  0.02
C (2.141, 1.153, -2.217)  -0.09
H (-0.484, -2.868, -4.475)  0.14
H (0.301, -1.178, -2.851)  0.08
H (2.478, -4.268, -0.751)  0.11
H (1.593, -5.943, -2.357)  0.13
H (4.239, -1.151, 2.071)  0.09
H (6.597, -1.847, 2.436)  0.13
H (6.814, -3.335, -1.559)  0.13
H (4.459, -2.665, -1.959)  0.11
H (2.429, 1.410, 1.173)  0.12
H (2.651, 3.807, 0.563)  0.14
H (2.183, 2.836, -3.570)  0.14
H (2.012, 0.429, -3.012)  0.11
F (-3.079, -1.855, -1.789)  0.04
C (-2.272, -2.340, -0.836)  -0.41
F (-1.718, -3.497, -1.298)  0.02
H (-2.826, -2.533, 0.090)  0.13
O (-0.413, -2.068, 1.403)  -0.03
C (0.572, -1.747, 2.075)  -0.46
O (1.696, -1.269, 1.520)  -0.21
C (0.595, -1.869, 3.530)  -0.13
C (1.722, -1.509, 4.264)  0.00
C (1.741, -1.607, 5.653)  0.04
C (0.595, -2.074, 6.253)  -0.20
O (0.370, -2.266, 7.567)  0.06
C (-0.996, -2.699, 7.693)  -0.09
O (-1.504, -2.874, 6.368)  0.05
C (-0.534, -2.435, 5.522)  -0.19
C (-0.572, -2.345, 4.163)  0.10
H (2.596, -1.140, 3.748)  0.10
H (2.607, -1.330, 6.237)  0.13
H (-1.569, -1.928, 8.209)  0.14
H (-1.024, -3.648, 8.224)  0.14
H (-1.446, -2.622, 3.592)  0.14
Cl (-4.219, 2.097, 0.509)  0.77
C (-4.727, 1.801, -1.126)  -0.57
C (-5.225, 0.543, -1.414)  -0.12
C (-5.714, 0.251, -2.675)  -0.08
C (-5.704, 1.234, -3.651)  -0.11
C (-5.180, 2.476, -3.361)  -0.58
Cl (-5.160, 3.682, -4.614)  0.72
C (-4.664, 2.813, -2.097)  -0.31
N (-4.173, 4.090, -1.894)  0.06
C (-3.128, 4.528, -1.052)  -0.24
C (-3.358, 5.678, -0.297)  -0.02
C (-2.376, 6.194, 0.524)  -0.08
C (-1.151, 5.544, 0.618)  -0.07
C (-0.922, 4.405, -0.136)  -0.03
C (-1.883, 3.890, -0.997)  -0.16
C (-1.561, 2.702, -1.866)  -0.03
C (-1.174, 1.428, -1.145)  -0.63
O (-1.333, 0.346, -1.833)  -0.14
O (-0.695, 1.386, 0.001)  -0.03
H (-5.245, -0.196, -0.626)  0.10
H (-6.112, -0.731, -2.892)  0.11
H (-6.089, 1.044, -4.643)  0.11
H (-4.536, 4.786, -2.525)  0.10
H (-4.332, 6.148, -0.351)  0.12
H (-2.571, 7.088, 1.101)  0.11
H (-0.380, 5.926, 1.275)  0.10
H (0.026, 3.892, -0.061)  0.09
H (-0.724, 2.939, -2.531)  0.13
H (-2.385, 2.445, -2.526)  0.11

## Properties
Lowest unoccupied orbital energy (eV): -3.6
Net charge: +1
Energy relative to the best compared isomer or geometry (same formula, charge and spin) (kcal per mole): 8.0
Electronic energy (eV): -105389.118
HOMO energy (eV): -9.557

Computed, not measured: a structure of composition C3H5N3, with ωB97M-V with the def2-TZVPD basis set.

Last column: Löwdin charge in e.
Positions of all 11 atoms, in Å:
C (-1.480, -0.157, 0.109)  -0.03
C (0.009, -0.070, -0.039)  -0.38
C (0.896, 1.012, -0.017)  -0.11
N (2.131, 0.553, 0.168)  0.01
N (2.094, -0.769, 0.232)  -0.06
N (0.852, -1.219, 0.166)  0.01
H (-1.984, 0.555, -0.549)  0.08
H (-1.830, -1.166, -0.125)  0.08
H (-1.762, 0.066, 1.142)  0.09
H (0.687, 2.068, -0.123)  0.11
H (0.386, -0.873, -0.963)  0.21

## Properties
Lowest unoccupied orbital energy (eV): 0.5
Energy relative to the best compared isomer or geometry (same formula, charge and spin) (kcal per mole): 77.3
Electronic energy (eV): -7659.104
HOMO energy (eV): -10.405

Computed, not measured: an isolated molecule of C2H6N4O2, with ωB97M-V with the def2-TZVPD basis set.

Last column: Löwdin charge in e.
Positions of all 14 atoms, in Å:
N (-1.802, -0.086, 1.591)  -0.03
N (-0.781, -0.949, 0.993)  -0.03
C (0.048, -0.354, 0.175)  -0.47
N (1.295, -0.795, 0.034)  0.00
O (1.529, -1.771, 1.016)  -0.03
N (-0.328, 0.794, -0.466)  0.11
C (0.261, 1.125, -1.727)  -0.28
O (-0.102, 2.196, -2.120)  0.06
H (-1.759, 0.240, 2.563)  0.08
H (-2.642, -0.708, 1.516)  0.08
H (2.040, -0.035, -0.061)  0.19
H (0.689, -1.837, 1.471)  0.04
H (-1.239, 1.211, -0.263)  0.14
H (0.946, 0.352, -2.140)  0.14

## Properties
Lowest unoccupied orbital energy (eV): 0.6
Energy relative to the best compared isomer or geometry (same formula, charge and spin) (kcal per mole): 81.1
SMILES string: N/N=C(/NO)NC=O
Electronic energy (eV): -12223.137
HOMO energy (eV): -8.727

Computed, not measured: a cluster of 2 separate species, CHF2NO2 in total, with ωB97M-V with the def2-TZVPD basis set.

Last column: Mulliken spin population.
Positions of all 7 atoms, in Å:
C (0.652, -0.740, -0.500)  0.81
N (-0.833, 1.079, 0.809)  0.47
O (-1.005, 0.812, 1.937)  0.27
O (-1.215, 1.874, 0.016)  0.27
F (1.144, -0.253, -1.608)  0.07
F (-0.338, -1.702, -0.713)  0.05
H (1.594, -1.072, 0.060)  0.06

## Properties
Lowest unoccupied orbital energy (spin up / spin down) (eV): 0.3 / -1.8
2S+1: 3
Energy relative to the best compared isomer or geometry (same formula, charge and spin) (kcal per mole): 6.0
⟨S²⟩: 2.01
Electronic energy (eV): -12067.010
HOMO energy (spin up / spin down) (eV): -9.090 / -12.443

Computed, not measured: a structure of composition C9H3Cl5IrN4O, with ωB97M-V with the def2-TZVPD basis set.

Last column: Löwdin charge in e.
Positions of all 23 atoms, in Å:
Ir (0.423, 0.141, -1.554)  1.16
Cl (3.182, 0.739, -0.291)  0.73
C (2.002, 1.991, -0.101)  -0.68
C (0.756, 1.766, -0.711)  -0.25
C (-0.181, 2.982, -0.848)  -0.57
Cl (-2.785, 3.164, -1.353)  0.76
C (0.135, 4.122, 0.109)  -0.60
Cl (-1.010, 5.359, 0.192)  0.83
C (1.292, 4.181, 0.788)  -0.70
Cl (1.658, 5.492, 1.818)  0.76
C (2.278, 3.122, 0.625)  -0.65
Cl (3.779, 3.297, 1.365)  0.84
O (-1.470, 2.443, -0.580)  -0.54
N (0.004, 3.543, -2.195)  0.20
C (-0.125, 2.760, -3.185)  -0.28
C (-0.409, 1.345, -2.953)  -0.36
N (-1.222, 0.473, -2.752)  0.09
C (0.043, 3.242, -4.530)  -0.10
N (0.154, 3.618, -5.608)  0.23
N (0.840, -1.545, -0.205)  -0.05
H (0.219, -1.502, 0.598)  0.07
H (1.794, -1.539, 0.146)  0.03
H (0.698, -2.456, -0.638)  0.07

## Properties
Lowest unoccupied orbital energy (eV): -6.1
Net charge: +1
Energy relative to the best compared isomer or geometry (same formula, charge and spin) (kcal per mole): 14.6
Electronic energy (eV): -82827.622
HOMO energy (eV): -12.656